Entry 1:
The following is a quantum chemistry calculation of a structure of composition C25H47AsMnN4O4Si3, from OMol25.

Properties
frontier orbital gap (spin up / spin down)	7.99 / 7.61	eV
largest force on an atom	1.4	eV Å⁻¹
HOMO (spin up / spin down)	-7.5 / -7.1	eV

Geometry as ORCA input:
```
! wB97M-V def2-TZVPD RIJCOSX def2/J DEFGRID3
* xyz 0 2
Mn -0.26621 0.10649 0.96512
N 0.71057 -1.59306 1.77445
C -0.22163 -2.27346 2.69146
C -1.25783 -1.28222 3.25338
O -2.13970 -1.66620 4.02159
N -1.04805 -0.06712 2.77031
C -2.02569 0.98852 2.82205
C -2.10108 1.13877 1.31309
O -3.13797 0.47225 0.77365
O -1.34941 1.84319 0.61739
H 1.43230 -1.11425 2.30783
H 1.17231 -2.25859 1.16347
H -0.76783 -3.03276 2.12558
H 0.28741 -2.78003 3.51838
H -2.98444 0.70992 3.26783
H -1.61713 1.88870 3.29095
C 4.47121 3.74402 -0.38052
N 3.44304 3.69478 0.65087
N 3.15441 2.40608 1.11048
C 1.79152 2.26530 1.30680
O 1.29372 1.28348 1.87428
C 1.20374 3.47924 0.80394
C 2.21164 4.28834 0.40653
C 2.14362 5.61918 -0.25433
C 4.15199 1.63706 1.74809
C 4.10581 0.25285 1.62089
C 5.07232 -0.51578 2.24595
C 6.08221 0.08952 2.98267
C 6.12450 1.47064 3.09434
C 5.15666 2.25303 2.48467
H 5.35405 3.21873 -0.02189
H 4.73552 4.78385 -0.55655
H 4.12619 3.28100 -1.31023
H 0.14864 3.66936 0.77938
H 1.12660 5.99886 -0.20608
H 2.42771 5.54582 -1.30482
H 2.80885 6.33409 0.22824
H 3.31884 -0.19425 1.03204
H 5.04199 -1.59304 2.14593
H 6.83703 -0.51500 3.46612
H 6.90880 1.94555 3.66861
H 5.16980 3.32923 2.58198
C 2.83358 -2.22952 -1.13358
Si 1.20533 -1.47577 -1.76870
C -0.07644 -2.87518 -1.60365
C 1.45840 -1.22659 -3.63282
C 0.75360 0.09838 -0.89782
H 3.21207 -2.95075 -1.85822
H 2.73771 -2.76490 -0.18819
H 3.60538 -1.46880 -1.00580
H 0.30633 -3.80091 -2.03619
H -1.00374 -2.64384 -2.13313
H -0.33759 -3.07556 -0.56235
H 1.68236 -2.16001 -4.14905
H 2.28362 -0.53839 -3.81690
H 0.57368 -0.79233 -4.09882
H 0.17773 0.70379 -1.61169
H 1.70050 0.65317 -0.77726
C -2.11349 1.75974 -2.70270
Si -3.07593 0.17177 -2.42391
C -4.91342 0.56713 -2.31866
C -2.74792 -1.06561 -3.80467
As -2.41163 -0.82680 -0.35834
Si -4.12676 -2.42505 0.12292
C -3.42487 -3.57198 1.42936
C -5.62345 -1.50882 0.78369
C -4.53684 -3.40288 -1.43413
H -2.73455 2.46620 -3.25585
H -1.20938 1.57532 -3.28202
H -1.82322 2.21644 -1.75785
H -5.20050 1.14008 -3.20327
H -5.13612 1.17449 -1.44221
H -5.53513 -0.32574 -2.28476
H -3.02267 -0.61731 -4.76057
H -3.32675 -1.97844 -3.69055
H -1.69592 -1.33475 -3.86507
H -3.10272 -3.02321 2.31537
H -2.57425 -4.13365 1.03901
H -4.17780 -4.29484 1.74783
H -5.39351 -1.05886 1.74714
H -6.43808 -2.22290 0.92380
H -5.97199 -0.72155 0.11904
H -3.64379 -3.79537 -1.91852
H -5.08814 -2.81279 -2.16360
H -5.15970 -4.25551 -1.16121
*
```

=====

Entry 2:
The following is a quantum chemistry calculation of a cluster of 4 separate species, C25H47BF7NO7PS3Si in total, from OMol25.

Properties
frontier orbital gap	6.85	eV
largest force on an atom	3.7	eV Å⁻¹
HOMO	-5.2	eV

Geometry as ORCA input:
```
! wB97M-V def2-TZVPD RIJCOSX def2/J DEFGRID3
* xyz -1 1
C 1.94106 -3.21452 2.67885
C 0.72248 -2.54723 1.89825
N 0.95246 -1.17005 1.43369
B 1.51672 -1.07757 0.03804
C 2.92253 -1.85890 -0.35902
F 2.81979 -3.26024 -0.36011
F 3.20455 -1.52238 -1.71033
C 4.21801 -1.42293 0.45735
F 5.07541 -0.70025 -0.37395
F 3.98296 -0.61564 1.52786
F 4.91288 -2.57994 0.79263
O 1.64692 0.29074 -0.53168
C 0.42788 0.62569 -1.17768
O -0.31170 1.25878 -0.12533
C -0.22080 2.68827 -0.20108
C 1.15147 3.23576 0.40613
C -0.11763 -0.77421 -1.75554
P 0.55678 -1.18252 -3.51787
O 1.11884 -2.58921 -3.49756
C -1.66525 -0.98586 -1.92012
F -1.82844 -2.28714 -2.45202
F -2.10799 -0.04907 -2.87824
C -2.48540 -0.95609 -0.59494
C -4.03259 -1.07720 -1.00585
Si -5.20830 -0.83309 0.47071
C -5.07156 -2.28138 1.70539
C -7.01754 -0.79801 -0.17158
C -4.82867 0.82806 1.35057
C -5.11242 0.98246 2.79906
C -4.75680 2.27259 3.42135
C -4.17533 3.38401 2.65241
C -3.90784 3.24257 1.20581
C -4.25105 1.95391 0.58603
O 0.55728 -1.67735 -0.93602
H 2.84122 -2.55714 2.77954
H 2.27434 -4.10771 2.07053
H 1.66882 -3.60426 3.69909
H -0.12878 -2.49225 2.64999
H 0.37430 -3.25058 1.10164
H 1.45621 -0.60240 2.11397
H 0.53154 1.26424 -2.10837
H -0.24029 3.04943 -1.26970
H -1.09159 3.11860 0.35969
H 1.52166 2.54130 1.21146
H 1.90543 3.25029 -0.42414
H 1.02662 4.27755 0.79870
H 1.57028 -0.19631 -3.79776
H -0.46993 -1.18156 -4.50508
H -2.24554 -1.88124 -0.00025
H -2.35423 -0.02962 0.01332
H -4.29702 -0.30580 -1.78635
H -4.24110 -2.07491 -1.49567
H -6.07468 -2.66875 2.03261
H -4.44963 -3.14285 1.34872
H -4.57391 -1.88812 2.64208
H -7.69165 -1.52321 0.35335
H -7.08643 -0.99513 -1.28009
H -7.47559 0.22662 -0.02579
H -5.54391 0.12465 3.35997
H -4.96853 2.36475 4.51374
H -3.92935 4.33098 3.18942
H -3.46210 4.09384 0.64062
H -4.04034 1.87698 -0.51396
C -5.05613 6.56773 5.88565
S -6.22894 6.46756 4.51942
O -5.46863 6.05001 3.31039
C -6.51374 8.24378 4.39122
H -4.70889 5.56060 6.11473
H -4.20606 7.18932 5.60045
H -5.55289 6.98751 6.76148
H -5.57061 8.75831 4.20173
H -6.96235 8.60806 5.31666
H -7.19795 8.42282 3.56259
C 7.25432 -2.70400 -1.29967
S 8.47462 -3.69268 -0.42007
O 9.82349 -3.17275 -0.78976
C 8.20075 -5.20339 -1.36605
H 7.27504 -1.69278 -0.89799
H 7.49621 -2.67750 -2.36379
H 6.26304 -3.13137 -1.14946
H 8.38109 -5.01575 -2.42563
H 7.17663 -5.54684 -1.21332
H 8.89468 -5.96372 -1.00860
C 6.98844 -1.77217 -5.77351
S 5.34659 -2.41934 -6.14999
O 4.83386 -1.67040 -7.33400
C 4.54264 -1.74076 -4.68974
H 7.66163 -2.04736 -6.58519
H 6.94815 -0.68533 -5.68726
H 7.34705 -2.21072 -4.84134
H 4.65954 -0.65595 -4.67167
H 4.98249 -2.18072 -3.79384
H 3.48145 -1.99166 -4.72996
*
```

=====

Entry 3:
The following is a quantum chemistry calculation of a cluster of 3 separate species, C25H47BNO10 in total, from OMol25.

Properties
frontier orbital gap	7.05	eV
largest force on an atom	5.5	eV Å⁻¹
HOMO	-4.6	eV

Geometry as ORCA input:
```
! wB97M-V def2-TZVPD RIJCOSX def2/J DEFGRID3
* xyz -1 1
C 4.72035 -2.49483 1.97132
C 4.74536 -1.06442 2.72771
O 5.55723 -0.20342 2.30499
O 3.82562 -0.84383 3.79007
C 3.46930 0.55052 3.91143
O 4.29826 1.33622 4.46047
C 2.04351 1.14367 3.42291
B 1.73375 0.76610 1.85020
C 1.75672 2.03936 0.81071
C 2.63560 1.80711 -0.52792
O 4.00296 1.33942 -0.23862
C 1.90726 0.95410 -1.66328
N 1.64075 -0.46790 -1.31267
C 0.34414 -0.11669 1.63985
C 0.49358 -1.67434 1.61250
C -0.77105 -2.56598 1.37300
C -2.16037 -1.86746 1.15544
C -2.33190 -0.32818 1.21173
C -1.06947 0.53482 1.45165
H 5.11524 -2.38171 0.89361
H 5.32218 -3.29363 2.52425
H 3.62628 -2.85175 1.88219
H 2.05407 2.28615 3.54602
H 1.27325 0.66188 4.14330
H 2.61905 0.02692 1.49934
H 0.73126 2.40379 0.45957
H 2.23576 2.92432 1.38636
H 2.78739 2.86816 -0.97579
H 4.48080 2.17438 -0.01658
H 2.63108 0.93755 -2.57403
H 0.96097 1.49051 -2.05196
H 1.24168 -0.98098 -2.11673
H 2.49503 -0.92923 -0.97634
H 1.49477 -2.20365 1.75196
H -0.65866 -3.70692 1.36301
H -3.10316 -2.48399 0.95427
H -3.33055 0.20080 1.05096
H -1.07789 1.68621 1.49212
C -4.09065 6.43608 -2.11647
O -3.59276 6.51298 -0.79236
C -4.16404 7.57189 -0.03426
C -4.39998 7.14322 1.41172
O -5.46755 6.21208 1.59360
C -5.26853 4.88943 1.08468
C -4.19872 4.08052 1.81742
O -2.89577 4.54344 1.48189
C -2.00790 4.55546 2.58475
H -3.62496 7.20318 -2.73919
H -3.83720 5.45110 -2.51118
H -5.18109 6.53609 -2.13715
H -5.11525 7.90153 -0.46782
H -3.46104 8.41207 -0.05603
H -4.69600 8.03395 1.97541
H -3.48470 6.78093 1.87926
H -5.09322 4.90813 0.01133
H -6.22520 4.37826 1.23135
H -4.26248 3.03300 1.50490
H -4.37682 4.13799 2.89819
H -2.46104 5.04118 3.45505
H -1.12200 5.12633 2.30128
H -1.71014 3.53305 2.83741
C 2.99818 -3.69140 -3.58525
O 2.54395 -4.89447 -2.98823
C 2.42408 -4.81126 -1.57254
C 1.19429 -5.57089 -1.08189
O -0.05423 -4.95186 -1.39201
C -0.44046 -4.92787 -2.76741
C -0.76770 -6.29838 -3.36034
O 0.41956 -7.05571 -3.57575
C 0.26823 -8.42718 -3.26713
H 4.07639 -3.58606 -3.44714
H 2.77668 -3.74436 -4.65249
H 2.47349 -2.82206 -3.17590
H 2.35388 -3.76889 -1.24129
H 3.32583 -5.25590 -1.13680
H 1.23816 -5.59775 0.01168
H 1.20456 -6.61059 -1.40944
H 0.29324 -4.39486 -3.36812
H -1.35612 -4.32918 -2.79783
H -1.24848 -6.16332 -4.33506
H -1.46164 -6.82536 -2.69413
H -0.19591 -8.56526 -2.28558
H 1.26112 -8.87973 -3.23911
H -0.33024 -8.92268 -4.03904
*
```

=====

> largest force on an atom of number 2 (C25H47BF7NO7PS3Si)?

3.7 eV Å⁻¹

=====

> What is the formula in the second record?

C25H47BF7NO7PS3Si

=====

> Which of these has the lowest largest force on an atom?

C25H47AsMnN4O4Si3